The following is a quantum chemistry calculation of an isolated molecule of C3H8N2O2 at a distorted geometry, from the Open Molecules 2025 dataset.

Last columns: bonded neighbours and bond lengths (Å).
Geometry (Å):
1 O 0.94973 0.93717 -0.60687  C5 1.503, C6 1.571
2 O -0.70733 -0.31408 2.13073  N4 1.253
3 N -1.29582 -0.23489 -0.06120  N4 1.391, C6 1.440, C7 1.465
4 N -1.08080 -0.94543 1.11493  O2 1.253, N3 1.391
5 C 1.83871 0.49046 0.51964  O1 1.503, H8 1.127, H13 1.259, H14 1.136
6 C -0.58879 0.99669 -0.29677  O1 1.571, N3 1.440, H10 1.127, H11 1.067
7 C -0.91341 -1.22501 -1.07094  N3 1.465, H9 1.131, H12 1.170, H15 0.995
8 H 1.57361 -0.58852 0.70965  C5 1.127
9 H 0.19162 -1.07922 -1.26292  C7 1.131
10 H -1.00236 1.43425 -1.24969  C6 1.127
11 H -0.74687 1.78065 0.41004  C6 1.067
12 H -0.91288 -2.22607 -0.46573  C7 1.170
13 H 1.30404 1.22444 1.39158  C5 1.259
14 H 2.94935 0.73095 0.52519  C5 1.136
15 H -1.55881 -0.98139 -1.78763  C7 0.995

Values from the calculation:
Energy above the lowest of the compared OMol25 structures with the same formula, charge and spin (kcal/mol): 148.73
Molecular weight (g/mol): 104.1
Multiplicity: 1
Charge: 0
SMILES: COCN(C)N=O
E_tot (Ha): -378.9040
Frontier orbital gap (Eh): 0.3563